(1)
The following is a DFT calculation (ωB97M-V/def2-TZVPD) of a molecular structure, C21H39N2O2P3Pt in a non-equilibrium geometry.

Geometry as XYZ:
```
68
Properties=species:S:1:pos:R:3:forces:R:3
P -1.6043 -1.4017 -2.9815 1.31 -0.42 -0.01
C -2.9671 -0.3282 -3.3475 -0.44 0.26 -0.01
H -3.6898 -0.8506 -3.9895 0.12 0.00 0.14
H -2.6223 0.5727 -3.8676 0.11 -0.15 0.12
H -3.4592 -0.0298 -2.4134 0.00 -0.12 -0.18
C -0.1171 -1.0570 -3.9239 0.27 0.20 -0.28
H 0.7194 -1.7054 -3.6128 -0.52 0.10 -0.17
H 0.1862 -0.0079 -3.7813 -0.26 -0.31 -0.08
H -0.3136 -1.2209 -4.9957 0.05 0.02 0.26
C -1.9284 -3.1743 -2.9554 -0.31 -0.06 0.30
H -2.0978 -3.5524 -3.9766 0.04 0.19 0.23
H -2.8294 -3.3619 -2.3467 0.27 -0.02 -0.26
H -1.0732 -3.7129 -2.5080 -0.36 0.27 -0.26
P -0.6794 -1.5085 2.5597 0.51 -0.62 0.30
C -2.2332 -0.5675 2.7656 0.28 0.03 -0.38
H -2.6585 -0.7599 3.7646 0.18 0.02 -0.32
H -2.9369 -0.8815 1.9797 0.15 0.15 0.39
H -1.9998 0.5023 2.6480 -0.23 -0.37 0.14
C -1.0917 -3.3026 2.6137 0.11 0.49 -0.39
H -0.1588 -3.8908 2.5269 -0.55 0.19 0.18
H -1.7413 -3.5060 1.7425 0.20 -0.14 0.50
H -1.6160 -3.5353 3.5570 0.20 0.01 -0.40
C 0.3792 -1.1811 4.0297 -0.08 0.15 -0.57
H -0.0569 -1.6688 4.9195 0.22 0.27 -0.32
H 0.4273 -0.0857 4.1603 0.04 -0.50 0.17
H 1.3927 -1.5741 3.8264 -0.48 0.17 0.32
P 2.2810 2.7646 0.5466 0.49 -1.02 -0.54
C 1.3430 4.2317 0.8765 -0.32 0.23 0.25
H 2.0061 5.1072 0.8342 0.00 -0.15 0.02
H 0.8876 4.1712 1.8729 0.16 0.05 -0.12
H 0.5502 4.3499 0.1278 0.18 -0.14 0.04
C 3.6475 2.3953 1.6639 -0.15 -0.03 0.43
H 4.3848 3.2146 1.6469 -0.22 -0.19 -0.04
H 4.1480 1.4534 1.3735 -0.22 0.49 0.01
H 3.2567 2.2888 2.6913 0.22 0.13 -0.32
C 2.8205 2.5903 -1.1551 0.10 0.23 -0.42
H 3.8366 3.0039 -1.2577 -0.25 -0.09 0.04
H 2.1492 3.1524 -1.8209 0.15 -0.18 0.21
H 2.8294 1.5308 -1.4645 -0.02 0.51 0.20
Pt 1.1255 -1.3427 0.3363 -6.82 3.79 2.55
C -0.9359 -1.1200 -1.1214 -3.91 1.25 1.35
O -1.8491 -0.8046 -0.3893 2.91 -1.03 -1.66
C 1.1777 1.1193 0.8137 -3.66 2.58 2.90
O 0.2307 1.3665 1.5575 3.37 -1.39 -2.60
C 3.1118 -1.6427 1.0558 1.74 0.36 1.26
C 3.1458 -1.0176 -0.2087 1.62 -0.83 -1.34
C 2.5071 -1.6422 -1.3223 1.09 0.05 -0.44
C 1.7275 -2.8044 -1.1169 0.94 -0.82 -1.49
C 1.6567 -3.3916 0.1554 0.20 -1.93 0.66
C 2.3611 -2.8134 1.2459 0.80 -1.95 0.93
H 3.6140 -1.1718 1.9262 -0.38 -0.38 -0.67
H 3.6723 -0.0869 -0.3331 0.14 0.02 -0.09
H 2.5540 -1.1792 -2.2924 0.08 0.05 -0.20
H 1.1512 -3.2429 -1.9332 0.27 0.15 0.20
H 1.0245 -4.2735 0.3222 0.35 0.38 -0.09
H 2.2876 -3.2648 2.2393 0.11 0.12 -0.37
C -2.8529 2.8392 0.0236 -0.20 -0.07 0.39
C -1.9681 2.8794 -1.1509 0.54 0.33 -1.05
N -0.9280 2.1016 -1.4218 0.03 -0.45 0.55
C -0.4165 2.5140 -2.6292 -1.09 1.31 -0.38
C -1.1637 3.5813 -3.1069 0.30 -0.90 0.83
N -2.1406 3.7949 -2.1485 0.70 -0.56 -0.20
H -2.7174 3.7447 0.6314 -0.19 -0.26 -0.04
H -3.9014 2.7842 -0.2994 0.20 0.03 0.27
H -2.6030 1.9580 0.6203 -0.16 0.17 0.00
H 0.4383 2.0485 -3.0869 0.08 0.04 -0.08
H -1.0575 4.1552 -4.0019 -0.13 0.28 -0.22
H -2.8661 4.5004 -2.1595 0.11 0.00 -0.17
```
Forces are in eV/Å.

## Properties
2S+1	5
max |F|	8.21	eV Å⁻¹
total charge	+4
frontier orbital gap (alpha / beta)	6.886 / 4.170	eV
highest occupied orbital energy (alpha / beta)	-18.86 / -18.86	eV



(2)
The following is a DFT calculation (ωB97M-V/def2-TZVPD) of a molecular structure, C21H39NP2Zn in a non-equilibrium geometry.

Geometry as XYZ:
```
64
Properties=species:S:1:pos:R:3:forces:R:3
P -1.4349 2.4800 1.2487 -3.17 0.61 3.20
P 0.3132 0.8484 -1.4425 -0.04 4.24 0.61
C -1.2323 3.0018 -0.5244 0.64 1.18 -0.65
C -1.1710 1.9022 -1.5807 0.04 -0.37 -0.67
H -0.3322 3.6288 -0.5749 0.11 0.00 -0.24
H -2.0593 3.6671 -0.8033 0.21 -0.21 0.06
H -2.0710 1.2794 -1.5967 0.13 0.15 0.13
H -1.0740 2.3353 -2.5853 -0.23 0.02 0.02
C 1.6297 1.8659 -2.1867 -0.07 -0.08 -0.34
H 2.2970 1.2072 -2.7653 -0.01 0.40 0.28
H 2.1776 2.4171 -1.4058 -0.19 -0.29 -0.37
H 1.1396 2.5814 -2.8689 0.38 -0.25 0.18
C 0.1771 -0.5767 -2.5190 0.11 -0.81 -0.10
H 0.5724 -0.3209 -3.5199 -0.25 0.16 0.52
H -0.8563 -0.9425 -2.6346 0.28 0.26 0.22
H 0.8184 -1.3946 -2.1594 0.03 0.14 -0.24
C -1.0300 3.8404 2.5037 0.60 1.32 -0.31
H -1.6665 3.7485 3.3972 0.09 -0.09 -0.60
H -1.2346 4.8128 2.0316 0.10 0.10 0.25
H 0.0108 3.8577 2.8418 -0.07 0.03 0.03
C -3.2002 3.3541 1.2575 -0.15 0.23 -0.03
H -3.8728 2.8842 0.5321 -0.09 0.08 -0.01
H -3.0715 4.4094 0.9669 -0.18 -0.19 0.14
H -3.6684 3.3281 2.2558 0.10 -0.05 -0.35
Zn -0.1163 -2.8330 -0.4256 1.44 -1.70 0.80
C 0.6747 0.9126 0.3858 0.37 -3.60 -0.73
C 0.3774 1.9327 1.4543 -0.58 0.06 -1.04
C 0.6359 1.2972 2.8214 0.23 -0.70 0.29
C -0.6462 0.6389 3.4168 -0.07 -0.18 0.43
C -1.8811 1.0929 2.7570 -0.80 2.17 2.98
C -2.3399 0.9079 1.4075 1.87 -1.23 -4.30
C -1.7027 -0.2736 0.6447 -0.73 -0.72 0.48
C -0.1612 -0.3724 0.7041 0.33 -0.67 0.32
C -0.8700 -3.4858 1.2740 -0.69 -0.39 -0.09
H 1.7505 0.6675 0.4337 -0.16 -0.37 -0.09
H 0.9961 2.8317 1.3226 -0.22 -0.18 -0.14
H 1.0275 2.0345 3.5359 -0.19 -0.04 -0.37
H 1.3983 0.5092 2.7641 0.34 0.19 -0.12
H -0.6127 -0.4627 3.4497 0.71 -0.08 0.05
H -0.6944 0.9437 4.4729 -0.11 -0.14 -0.25
H -2.6441 1.4990 3.4234 0.11 -0.32 0.00
H -3.4191 0.9641 1.2184 0.43 -0.17 0.16
H -2.0616 -0.3234 -0.3926 0.08 0.17 -0.01
H -2.1017 -1.1943 1.0955 0.24 0.08 -0.14
H 0.1471 -0.8295 1.6523 -0.05 0.19 -0.33
H 0.1707 -1.1083 -0.0811 0.05 0.79 0.61
H -1.4931 -4.3383 0.9539 0.19 0.08 0.55
H -1.4970 -2.8119 1.8749 0.25 -0.23 -0.38
H -0.0549 -3.8416 1.9277 -0.17 0.00 -0.48
C 3.3635 -2.2333 0.0933 0.31 0.43 0.37
C 2.8851 -2.7792 -1.1922 0.23 -0.25 -1.83
C 3.6198 -2.9363 -2.3885 -0.64 0.30 1.48
C 2.7612 -3.5364 -3.3253 -1.65 -0.30 0.06
C 1.5126 -3.7209 -2.6930 2.22 0.99 -0.05
C 0.2596 -4.2562 -3.2374 -0.46 -0.54 -0.40
N 1.5989 -3.2434 -1.3974 -0.69 0.04 -0.17
H 4.4471 -2.0617 0.0163 -0.31 -0.08 0.12
H 3.1881 -2.9342 0.9210 -0.02 0.30 -0.07
H 2.9137 -1.2486 0.3204 0.05 -0.40 0.18
H 4.6446 -2.6162 -2.5212 -0.05 -0.19 0.00
H 2.9622 -3.8014 -4.3597 0.07 0.03 0.27
H 0.3656 -4.3770 -4.3248 -0.20 0.02 0.30
H 0.0327 -5.2467 -2.8116 -0.16 0.27 -0.13
H -0.5976 -3.5809 -3.0591 0.07 -0.22 -0.07
```
Forces are in eV/Å.

## Properties
max |F|	4.84	eV Å⁻¹
total charge	0
frontier orbital gap	3.917	eV
highest occupied orbital energy	-4.44	eV



(3)
The following is a DFT calculation (ωB97M-V/def2-TZVPD) of a molecular structure, C21H40O21P3 in a non-equilibrium geometry.

Geometry as XYZ:
```
85
Properties=species:S:1:pos:R:3:forces:R:3
C 1.2654 4.7358 -1.1912 -0.19 0.26 0.13
O 1.1209 3.6562 -0.3096 0.00 0.00 -0.48
C 1.3307 2.3696 -0.8988 0.13 -0.79 0.99
C 0.0868 1.4878 -0.7706 0.07 0.56 -0.53
C -0.2918 0.7145 -2.0445 -1.07 -0.13 0.56
C -0.1666 -0.8146 -1.9809 0.28 0.63 0.23
P 1.4659 -1.7749 -2.1787 -0.78 -1.16 -1.51
C 2.4583 -0.3175 -2.9842 0.62 -0.53 -0.09
O 3.6445 -0.8966 -3.5764 0.12 0.15 0.38
O 3.4190 -1.0758 -4.9652 -0.09 -0.02 -0.54
P 2.1511 -1.1794 -0.0066 0.73 1.49 0.92
P 3.7022 -2.5711 0.5628 -1.34 -0.72 -0.44
O 3.5476 -3.9154 0.0136 0.14 -0.88 0.06
O 3.7240 -2.6271 2.2046 0.70 0.43 -0.08
O 5.1499 -2.0066 0.1321 -0.29 0.80 0.45
H 0.4837 5.4609 -0.9737 -0.10 0.18 0.07
H 1.1576 4.4582 -2.2385 -0.02 -0.20 -0.13
H 2.2269 5.2393 -1.0731 0.22 -0.02 0.03
H 2.1340 1.8973 -0.3369 0.31 -0.03 -0.05
H 1.6496 2.4158 -1.9364 -0.03 0.40 -0.21
H 0.1468 0.8223 0.0820 0.24 -0.22 0.19
H -0.7245 2.1694 -0.5287 -0.22 0.17 -0.06
H 0.1019 1.1944 -2.9366 0.45 -0.16 -0.15
H -1.3674 0.8889 -2.1189 0.23 -0.10 -0.27
H -0.8369 -1.2261 -2.7328 0.10 -0.28 -0.30
H -0.6022 -1.1216 -1.0278 0.06 -0.11 0.23
H 2.6648 -2.5639 -2.2561 0.13 0.14 0.03
H 0.7762 -2.9443 -1.6211 0.00 0.12 0.10
H 1.0523 -2.2128 -3.5405 0.21 0.08 -0.13
H 2.8425 0.4278 -2.2908 -0.14 0.20 0.11
H 1.9359 0.1271 -3.8224 -0.40 0.38 0.11
H 2.6795 -1.7025 -4.9875 0.03 -0.15 0.19
H 1.0820 -1.4643 0.8793 0.34 -0.47 0.16
H 4.4732 -2.0961 2.5144 -0.20 -0.11 0.06
H 5.1693 -1.0380 0.2263 0.09 -0.12 -0.03
C -5.1985 -0.4622 -3.2665 3.28 4.78 -6.32
C -6.1901 0.3448 -2.4617 0.11 1.69 -0.59
O -5.3536 0.9767 -1.4860 -0.19 1.22 -0.80
C -4.0921 1.0357 -1.9912 0.73 -0.36 -1.12
O -3.1961 1.6407 -1.5016 -0.37 0.40 0.53
O -3.9959 0.3051 -3.1257 0.08 1.16 1.12
H -5.4748 -0.5544 -4.3137 0.71 1.34 -0.30
H -5.0369 -1.4569 -2.8514 5.48 4.57 -6.85
H -6.6829 1.1179 -3.0564 0.01 -0.03 0.01
H -6.9452 -0.2715 -1.9843 -0.11 1.76 0.13
C 1.0748 -2.2908 5.5415 0.00 -0.19 -0.04
C 1.4431 -1.7595 4.1753 0.08 -0.17 -0.15
O 0.6590 -0.5590 4.0972 -0.10 -0.05 0.23
C 0.3891 -0.1519 5.3494 0.08 -0.04 -0.16
O -0.0928 0.9003 5.6320 -0.19 0.13 0.09
O 0.7382 -1.0966 6.2584 0.01 0.04 -0.03
H 1.8897 -2.8195 6.0286 0.02 0.15 0.13
H 0.1967 -2.9393 5.5130 -0.02 0.03 -0.01
H 2.4924 -1.4893 4.0859 0.00 -0.01 0.01
H 1.1915 -2.4445 3.3718 -0.06 0.19 -0.14
C 8.5546 0.0595 -0.6154 0.14 -0.15 -0.19
C 8.7919 1.5478 -0.4763 0.17 0.06 -0.07
O 7.4939 2.0356 -0.1295 0.05 -0.14 0.05
C 6.7999 1.0111 0.4257 -0.03 0.06 -0.01
O 5.7493 1.1171 0.9680 -0.08 -0.06 0.03
O 7.4635 -0.1588 0.2808 0.18 0.19 -0.02
H 9.4149 -0.5387 -0.3265 -0.11 -0.07 0.15
H 8.2448 -0.2254 -1.6220 -0.05 0.04 0.01
H 9.4860 1.7872 0.3325 -0.03 -0.03 0.02
H 9.1437 2.0110 -1.3946 -0.17 0.10 -0.01
C -3.0087 2.2125 3.1621 0.23 0.30 0.00
C -3.5886 1.9545 4.5334 0.19 0.13 0.21
O -4.6558 1.0344 4.2492 0.08 -0.06 -0.19
C -4.3625 0.4192 3.0780 0.23 0.20 -0.12
O -4.9578 -0.5091 2.6272 -0.28 -0.19 0.07
O -3.3084 0.9972 2.4715 -0.16 -0.07 0.16
H -1.9377 2.3952 3.1810 0.03 -0.21 -0.10
H -3.5020 3.0378 2.6447 -0.04 -0.04 -0.01
H -2.8728 1.4773 5.2044 0.01 -0.06 -0.06
H -3.9697 2.8562 5.0059 -0.23 -0.09 -0.01
C -5.5365 -1.3109 -0.3275 -0.24 -0.83 2.15
C -6.8875 -1.9702 -0.1903 0.20 -0.18 0.62
O -7.3831 -1.9403 -1.5370 -0.07 -1.12 -0.07
C -6.3188 -1.8642 -2.3699 -4.45 -4.20 1.41
O -6.3825 -1.9810 -3.5546 -4.53 -4.51 0.46
O -5.1816 -1.6282 -1.6851 -0.96 -4.73 9.95
H -4.8024 -1.6993 0.3689 0.12 -0.11 -0.13
H -5.5844 -0.2270 -0.2207 0.07 -0.71 0.23
H -6.8163 -3.0091 0.1361 -0.04 0.00 -0.09
H -7.5543 -1.4340 0.4787 -0.13 0.07 -0.18
```
Forces are in eV/Å.

## Properties
max |F|	11.05	eV Å⁻¹
total charge	-1
frontier orbital gap	5.789	eV
highest occupied orbital energy	-3.62	eV